(1)
The following is a quantum chemistry calculation of a 3-piece molecular cluster, C34H64ClF6N2O7S3 overall, from the Open Molecules 2025 dataset.

XYZ file:
```
117
Properties=species:S:1:pos:R:3:lowdin_charge:R:1
C 3.37 -1.04 4.18 -0.11
C 3.11 0.43 3.79 -0.27
C 3.89 0.88 2.52 -0.19
C 3.94 2.44 2.53 -0.17
N 3.85 3.13 1.24 -0.24
C 2.54 3.68 0.94 -0.16
C 1.38 2.67 0.61 -0.18
C 0.13 2.95 1.49 -0.13
C -1.17 2.43 0.77 -0.11
N -1.69 1.16 1.35 0.00
C -0.79 0.07 0.88 -0.02
C -1.13 -1.23 1.69 -0.28
C -0.68 -2.51 0.96 -0.01
C -1.34 -3.79 1.50 -0.54
O -1.91 -4.50 0.77 0.17
O -1.23 -4.07 2.81 0.15
O -2.49 -1.22 2.10 -0.06
C -3.33 -0.66 1.08 -0.25
C -4.67 -1.42 1.14 -0.54
Cl -5.32 -1.76 -0.55 0.66
C -5.85 -1.01 2.03 -0.26
C -5.71 -1.72 3.42 -0.08
C -3.18 0.88 1.14 -0.21
C -3.74 1.49 -0.19 -0.30
F -5.08 1.24 -0.31 0.02
C -3.10 0.99 -1.51 -0.17
C -3.93 1.63 -2.68 -0.05
S -4.00 1.75 2.56 0.79
O -5.28 2.27 2.26 -0.20
O -4.00 0.82 3.63 -0.21
C -3.14 3.24 3.26 -0.44
F -1.89 3.06 3.72 0.14
F -3.84 3.43 4.38 0.15
C -3.26 4.61 2.49 -0.58
F -2.04 5.12 2.32 0.16
F -3.91 5.50 3.20 0.23
F -3.85 4.55 1.31 0.18
C 4.58 2.52 0.17 -1.05
S 6.09 3.06 -0.09 0.75
S 4.00 1.18 -0.91 0.84
C 5.06 -0.28 -0.64 -0.47
C 4.36 -1.50 -1.28 -0.30
C 3.14 -2.00 -0.46 -0.13
H 4.37 -1.22 4.61 0.08
H 3.16 -1.76 3.37 0.06
H 2.66 -1.30 4.99 0.07
H 3.38 1.04 4.67 0.11
H 2.02 0.54 3.66 0.09
H 3.34 0.44 1.67 0.07
H 4.88 0.41 2.61 0.12
H 3.19 2.79 3.25 0.12
H 4.91 2.71 2.98 0.13
H 2.22 4.24 1.84 0.12
H 2.61 4.44 0.15 0.13
H 1.10 2.72 -0.47 0.09
H 1.78 1.66 0.77 0.06
H 0.28 2.37 2.41 0.12
H 0.09 4.03 1.67 0.11
H -1.86 3.27 0.71 0.12
H -0.83 2.24 -0.26 0.11
H -1.58 1.11 2.38 0.17
H 0.27 0.27 1.05 0.14
H -0.95 -0.12 -0.19 0.14
H -0.52 -1.14 2.62 0.16
H 0.41 -2.62 1.15 0.14
H -0.79 -2.39 -0.12 0.14
H -0.85 -3.32 3.29 0.12
H -2.91 -1.08 0.15 0.13
H -4.40 -2.43 1.46 0.11
H -6.12 0.05 2.10 0.09
H -6.74 -1.50 1.60 0.10
H -4.72 -1.60 3.86 0.06
H -6.54 -1.46 4.09 0.08
H -5.82 -2.80 3.20 0.08
H -3.68 2.59 -0.22 0.14
H -3.17 -0.09 -1.68 0.10
H -2.06 1.29 -1.69 0.10
H -3.38 1.57 -3.63 0.07
H -4.88 1.10 -2.81 0.08
H -4.19 2.66 -2.38 0.09
H 6.04 -0.16 -1.12 0.08
H 5.26 -0.43 0.43 0.07
H 5.06 -2.34 -1.42 0.12
H 3.99 -1.20 -2.27 0.10
H 3.42 -2.55 0.45 0.07
H 2.59 -2.72 -1.09 0.06
H 2.44 -1.18 -0.23 0.04
C 3.87 -7.42 -3.81 -0.08
C 3.86 -6.27 -2.81 -0.28
O 2.96 -5.23 -3.14 -0.17
C 1.59 -5.59 -3.23 -0.28
C 1.02 -6.15 -1.94 -0.08
H 4.11 -7.05 -4.81 0.08
H 4.61 -8.17 -3.52 0.08
H 2.90 -7.91 -3.86 0.07
H 4.86 -5.82 -2.78 0.12
H 3.67 -6.64 -1.79 0.11
H 1.43 -6.28 -4.06 0.11
H 1.05 -4.67 -3.48 0.11
H 1.52 -7.08 -1.64 0.07
H -0.04 -6.37 -2.05 0.08
H 1.14 -5.44 -1.12 0.07
C 0.37 2.82 -5.98 -0.07
C -0.17 2.12 -4.74 -0.28
O 0.57 2.39 -3.56 -0.17
C 0.64 3.75 -3.16 -0.27
C -0.72 4.36 -2.87 -0.06
H 1.41 2.54 -6.15 0.09
H -0.22 2.54 -6.85 0.08
H 0.33 3.90 -5.88 0.07
H -0.12 1.04 -4.89 0.12
H -1.23 2.36 -4.59 0.09
H 1.19 4.34 -3.90 0.12
H 1.24 3.77 -2.25 0.09
H -1.36 4.37 -3.76 0.07
H -0.61 5.39 -2.53 0.08
H -1.24 3.79 -2.10 0.05
```

Results
Kohn-Sham gap in eV: 7.2
E_LUMO in eV: -3.17
Net charge: +1

(2)
The following is a quantum chemistry calculation of a 2-piece molecular cluster, C11H14N2O2 overall, from the Open Molecules 2025 dataset.

XYZ file:
```
29
Properties=species:S:1:pos:R:3:lowdin_charge:R:1
C -0.03 0.74 3.73 -0.12
C -0.77 1.51 2.87 -0.15
C 0.76 -0.35 3.24 -0.11
C -0.81 1.23 1.53 -0.10
C 0.75 -0.61 1.86 -0.05
C 0.03 0.23 0.97 -0.27
C -2.56 -1.10 -0.96 -0.47
C 1.77 -0.03 -1.70 -0.10
C 0.94 1.23 -2.06 -0.06
C -0.18 -0.14 -0.35 -0.23
C 0.25 -1.90 -1.90 -0.11
N 0.80 -0.92 -1.00 -0.17
N -0.39 1.08 -1.32 0.14
O -2.60 -1.91 -0.13 0.20
O -2.78 -0.35 -1.85 0.13
H -0.20 1.01 4.81 0.11
H -1.38 2.15 3.43 0.08
H 1.28 -1.14 3.74 0.07
H -1.61 1.78 1.01 0.10
H 1.25 -1.53 1.35 0.14
H 2.40 -0.55 -2.44 0.13
H 2.42 0.36 -0.85 0.13
H 1.20 2.24 -1.94 0.11
H 0.85 1.11 -3.08 0.09
H -0.30 -1.42 -2.66 0.05
H 1.03 -2.54 -2.51 0.12
H -0.43 -2.69 -1.41 0.12
H -0.49 1.82 -0.65 0.12
H -1.20 0.69 -1.72 0.08
```

Results
Kohn-Sham gap (spin up / spin down) in eV: 3.9 / 7.2
E_LUMO (spin up / spin down) in eV: 0.41 / -1.12
⟨S²⟩: 2.021
Multiplicity: 3

(3)
The following is a quantum chemistry calculation of C19H16N4O4PtSe as an isolated structure, from the Open Molecules 2025 dataset.

XYZ file:
```
45
Properties=species:S:1:pos:R:3:lowdin_charge:R:1
Pt 0.10 -0.42 1.18 0.78
O -1.18 2.05 4.74 0.23
C -0.41 1.76 3.93 -0.41
O 0.36 1.46 3.12 0.15
C -1.51 -1.01 4.47 -0.44
O -1.13 -0.84 5.55 0.22
O -1.87 -1.16 3.38 0.13
N 2.06 0.87 0.64 0.05
C 2.12 0.82 -0.77 -0.27
C 3.23 0.25 -1.39 -0.03
C 3.26 0.17 -2.78 -0.09
C 2.21 0.66 -3.54 -0.09
C 1.11 1.22 -2.90 -0.04
C 1.04 1.29 -1.51 -0.16
C -0.19 1.81 -0.84 -0.20
C -0.76 2.99 -1.30 -0.04
C -1.89 3.53 -0.71 -0.09
C -2.48 2.87 0.36 -0.10
C -1.92 1.68 0.82 -0.13
C -0.77 1.13 0.25 -0.26
H 2.90 0.54 1.12 0.05
H 1.75 1.76 1.01 0.10
H 4.04 -0.13 -0.79 0.11
H 4.12 -0.28 -3.26 0.10
H 2.24 0.60 -4.62 0.10
H 0.27 1.57 -3.48 0.12
H -0.29 3.51 -2.13 0.11
H -2.31 4.46 -1.08 0.10
H -3.36 3.27 0.84 0.10
H -2.40 1.16 1.64 0.09
C -2.60 -2.74 0.73 0.00
C -1.58 -2.57 -0.33 -0.37
N -0.55 -1.75 -0.33 -0.06
C 0.16 -1.96 -1.50 -0.09
C -0.46 -2.94 -2.21 -0.06
N -1.55 -3.31 -1.46 0.11
H -2.67 -1.83 1.31 0.05
H -2.32 -3.56 1.40 0.09
H -3.57 -2.97 0.30 0.09
H 1.05 -1.42 -1.73 0.09
H -0.22 -3.39 -3.16 0.12
H -2.23 -4.01 -1.71 0.16
Se 1.26 -2.38 2.37 0.52
C 2.93 -1.63 2.25 -0.86
N 3.97 -1.14 2.11 0.02
```

Results
Kohn-Sham gap in eV: 7.8
E_LUMO in eV: 0.09

(4)
The following is a quantum chemistry calculation of a 2-piece molecular cluster, FH2N2O overall, from the Open Molecules 2025 dataset.

XYZ file:
```
6
Properties=species:S:1:pos:R:3:lowdin_charge:R:1
N 0.84 -0.28 0.38 -0.15
N -2.46 0.12 0.01 -0.12
O -2.53 -0.88 -0.57 -0.08
F -3.91 0.60 0.39 -0.36
H 0.66 0.38 -0.46 -0.10
H 0.63 0.30 1.15 -0.20
```

Results
Kohn-Sham gap (spin up / spin down) in eV: 9.6 / 4.3
E_LUMO (spin up / spin down) in eV: 5.21 / 3.21
Net charge: -1

Per-record largest force on an atom, eV Å⁻¹: 2.89; 4.42; 1.89; 2.94